This record from OMol25 describes 9 unconnected molecules or ions with the total composition C9H36N18O9 at a distorted geometry. The level of theory is ωB97M-V with the def2-TZVPD basis set.

```
! wB97M-V def2-TZVPD RIJCOSX def2/J DEFGRID3
* xyz 0 1
C 1.462 0.414 5.562
O 0.256 0.388 5.388
N 2.089 0.613 6.657
N 2.237 0.086 4.589
H 3.018 1.003 6.724
H 1.755 0.709 7.605
H 1.797 0.307 3.707
H 3.240 0.091 4.706
C -1.238 -6.996 -3.440
O -1.302 -5.944 -4.060
N -0.554 -7.265 -2.291
N -2.051 -7.904 -3.838
H -0.644 -8.170 -1.851
H 0.009 -6.480 -1.995
H -2.863 -7.579 -4.343
H -2.227 -8.581 -3.110
C 0.936 4.936 2.838
O 0.554 3.853 2.387
N 0.102 5.720 3.415
N 2.090 5.583 2.534
H -0.837 5.474 3.691
H 0.414 6.679 3.473
H 2.863 4.984 2.281
H 2.181 6.456 3.034
C 0.693 -1.178 -6.425
O 1.437 -1.236 -5.495
N 0.893 -1.376 -7.686
N -0.479 -0.729 -6.274
H 0.167 -1.063 -8.314
H 1.770 -1.688 -8.078
H -1.012 -0.922 -7.110
H -0.967 -0.308 -5.496
C 5.027 -4.833 3.253
O 6.103 -4.437 2.847
N 4.920 -5.591 4.295
N 3.902 -4.482 2.716
H 5.823 -5.771 4.711
H 4.078 -6.117 4.482
H 3.094 -4.686 3.288
H 4.007 -3.765 2.013
C 2.800 3.541 -4.265
O 3.760 4.228 -4.014
N 2.056 3.495 -5.333
N 2.251 2.874 -3.345
H 2.229 4.050 -6.159
H 1.099 3.240 -5.136
H 2.643 2.947 -2.417
H 1.296 2.596 -3.522
C -0.495 -1.796 0.083
O -0.519 -2.983 0.426
N -0.493 -1.320 -1.191
N -0.443 -0.788 0.880
H -0.772 -0.369 -1.386
H -0.458 -2.008 -1.931
H -0.501 -0.973 1.872
H -0.271 0.158 0.570
C -3.678 2.062 -2.496
O -2.492 2.137 -2.595
N -4.260 1.798 -1.318
N -4.402 2.106 -3.550
H -3.727 1.582 -0.488
H -5.223 1.511 -1.419
H -3.887 2.444 -4.351
H -5.411 2.119 -3.505
C -4.770 3.602 4.738
O -5.727 4.233 4.895
N -4.029 3.469 3.735
N -4.109 3.112 5.735
H -4.311 3.979 2.910
H -3.208 2.885 3.809
H -3.200 2.672 5.716
H -4.487 3.199 6.668
*
```

Computed properties:
**Calculated total energy**: -55168.4538 eV
**Orbital gap**: 9.35 eV
**ΔE to the lowest compared entry with this formula, charge and spin**: 8.680 eV
**Max |F|**: 8.30 eV Å⁻¹